Entry 1:
The following is a quantum chemistry calculation of a structure of composition C36H94F3N8O10Ti at a distorted geometry, from the OMol25 dataset.

Values from the calculation:
Expectation value of S²   3.752
Multiplicity   4
Gap between HOMO and LUMO (alpha / beta)   5.377 / 8.119 eV
E_LUMO (alpha / beta)   0.2 / 0.2 eV
Relative energy (zero: lowest compared OMol25 entry of this formula, charge and spin)   0.0 kcal per mole
Total charge   0

CARTESIAN COORDINATES (ANGSTROEM)
1 Ti 3.37 0.01 -2.24
2 C 0.37 0.77 -0.98
3 O 0.11 -0.15 -0.03
4 O 0.93 0.06 -2.04
5 C -1.01 1.52 -1.28
6 F -0.83 2.69 -1.87
7 F -1.94 0.83 -1.95
8 F -1.60 1.88 -0.12
9 C 0.40 0.14 1.34
10 C -0.17 -0.98 2.19
11 H 0.26 -1.95 1.95
12 H 0.11 -0.72 3.21
13 H -1.24 -0.94 2.01
14 H -0.11 1.03 1.71
15 H 1.42 0.33 1.65
16 H 1.04 1.55 -0.61
17 C 5.00 -1.37 3.75
18 C 4.42 0.01 4.01
19 C 5.26 1.02 4.83
20 O 5.30 0.68 6.22
21 C 3.92 0.81 6.85
22 N 4.16 0.68 2.72
23 H 5.41 -1.69 4.71
24 H 5.91 -1.41 3.15
25 H 4.30 -2.14 3.44
26 H 3.42 -0.08 4.44
27 H 4.88 2.05 4.80
28 H 6.24 1.02 4.34
29 H 3.84 0.89 7.94
30 H 3.34 -0.08 6.62
31 H 3.47 1.72 6.47
32 H 3.26 0.30 2.46
33 H 4.04 1.67 2.85
34 C 2.85 -3.86 0.78
35 C 3.47 -4.73 -0.34
36 C 3.66 -6.20 -0.14
37 O 4.47 -6.63 0.92
38 C 5.81 -6.28 0.80
39 N 2.77 -4.43 -1.59
40 H 3.06 -2.80 0.66
41 H 3.45 -4.08 1.67
42 H 1.80 -4.09 1.02
43 H 4.46 -4.28 -0.51
44 H 3.94 -6.68 -1.08
45 H 2.67 -6.64 0.01
46 H 6.40 -6.60 1.66
47 H 6.08 -5.23 0.76
48 H 6.28 -6.90 0.04
49 H 1.78 -4.24 -1.50
50 H 2.90 -5.08 -2.35
51 C -1.87 -3.15 -0.68
52 C -0.61 -3.85 -1.18
53 C -0.94 -5.07 -2.07
54 O -1.93 -5.80 -1.37
55 C -2.44 -6.92 -2.15
56 N 0.20 -2.92 -1.94
57 H -1.67 -2.56 0.22
58 H -2.56 -3.84 -0.19
59 H -2.43 -2.82 -1.56
60 H -0.02 -4.16 -0.32
61 H -0.03 -5.67 -2.08
62 H -1.34 -4.79 -3.04
63 H -2.55 -6.63 -3.19
64 H -3.39 -7.38 -1.89
65 H -1.66 -7.69 -2.13
66 H 0.05 -1.99 -1.56
67 H -0.28 -2.74 -2.81
68 C 1.93 3.72 1.32
69 C 1.78 4.02 2.83
70 C 0.40 3.61 3.43
71 O -0.65 4.27 2.66
72 C -1.93 3.80 3.05
73 N 2.89 3.38 3.59
74 H 1.85 2.64 1.22
75 H 2.95 3.89 0.99
76 H 1.15 4.18 0.71
77 H 1.84 5.09 3.05
78 H 0.36 4.01 4.44
79 H 0.29 2.52 3.40
80 H -2.05 4.18 4.06
81 H -2.07 2.72 3.05
82 H -2.73 4.27 2.48
83 H 2.80 3.51 4.59
84 H 3.82 3.71 3.41
85 C -8.21 3.87 -4.01
86 C -7.71 3.02 -2.90
87 C -6.16 2.75 -3.05
88 O -5.29 3.85 -2.73
89 C -3.92 3.78 -3.11
90 N -7.81 3.73 -1.66
91 H -9.10 4.38 -3.63
92 H -8.38 3.31 -4.93
93 H -7.55 4.71 -4.19
94 H -8.11 2.01 -2.89
95 H -5.92 2.36 -4.04
96 H -5.98 1.82 -2.52
97 H -3.36 4.63 -2.73
98 H -3.87 3.70 -4.20
99 H -3.47 2.85 -2.78
100 H -6.87 4.05 -1.47
101 H -7.90 2.94 -1.04
102 C -2.72 -0.14 5.44
103 C -4.04 -0.12 6.20
104 C -5.33 0.17 5.29
105 O -5.25 1.36 4.42
106 C -5.39 2.57 5.02
107 N -4.06 -1.28 6.95
108 H -2.71 -0.83 4.60
109 H -1.80 -0.34 5.99
110 H -2.57 0.83 4.96
111 H -4.00 0.69 6.93
112 H -6.32 0.00 5.71
113 H -5.16 -0.75 4.73
114 H -4.60 2.77 5.74
115 H -6.24 2.66 5.70
116 H -5.33 3.30 4.21
117 H -4.36 -1.14 7.91
118 H -4.57 -2.09 6.63
119 C -1.68 0.46 -5.53
120 C -1.27 -0.98 -5.36
121 C -0.02 -1.52 -6.10
122 O 0.14 -1.14 -7.44
123 C -0.74 -1.82 -8.40
124 N -1.28 -1.22 -3.89
125 H -0.95 1.07 -5.00
126 H -2.72 0.63 -5.24
127 H -1.69 0.76 -6.58
128 H -2.12 -1.56 -5.71
129 H 0.08 -2.56 -5.79
130 H 0.82 -1.00 -5.63
131 H -0.52 -2.88 -8.25
132 H -0.38 -1.63 -9.41
133 H -1.81 -1.65 -8.25
134 H -0.55 -0.65 -3.49
135 H -2.10 -0.88 -3.40
136 C 5.88 2.81 -2.07
137 C 4.41 2.95 -1.65
138 C 3.55 3.14 -2.89
139 O 3.39 1.87 -3.57
140 C 2.66 2.01 -4.78
141 N 3.94 1.88 -0.82
142 H 5.91 1.83 -2.55
143 H 6.47 2.64 -1.17
144 H 6.32 3.72 -2.49
145 H 4.38 3.77 -0.94
146 H 3.96 3.98 -3.46
147 H 2.50 3.31 -2.65
148 H 1.67 2.43 -4.56
149 H 2.48 1.05 -5.26
150 H 3.31 2.64 -5.39
151 H 3.10 2.31 -0.47
152 H 4.61 1.83 -0.07

Entry 2:
The following is a quantum chemistry calculation of a structure of composition FH3S at a distorted geometry, from the OMol25 dataset.

Values from the calculation:
Gap between HOMO and LUMO   11.147 eV
E_LUMO   0.8 eV
Relative energy (zero: lowest compared OMol25 entry of this formula, charge and spin)   16.4 kcal per mole
Total charge   0

CARTESIAN COORDINATES (ANGSTROEM)
1 H 1.06 -0.60 0.46
2 H -0.67 0.01 -0.97
3 H -1.65 0.78 0.53
4 F 1.64 -0.60 -0.28
5 S -0.38 0.41 0.27

- The lowest relative energy (zero: lowest compared OMol25 entry of this formula, charge and spin) belongs to which entry?
  C36H94F3N8O10Ti